Entry 1:
Entry from OMol25: an isolated molecule of C22H22N6O in a non-equilibrium geometry (ωB97M-V/def2-TZVPD).

Atoms and positions in Å:
N -0.15 5.95 3.15
C -0.17 4.84 3.43
C -0.19 3.47 3.73
C -0.02 2.43 2.82
N -0.11 1.28 3.52
N -0.32 1.52 4.82
C -0.37 2.82 4.97
H -0.53 3.27 5.93
C -0.13 -0.05 3.04
C 0.77 -0.98 3.53
C 0.74 -2.27 3.04
C -0.19 -2.63 2.08
C -1.11 -1.71 1.61
C -1.09 -0.41 2.10
H -1.82 0.32 1.77
H -1.84 -1.99 0.87
H -0.20 -3.64 1.69
H 1.44 -3.00 3.41
H 1.49 -0.68 4.28
N 0.28 2.52 1.46
C 1.31 1.82 0.87
O 1.85 0.89 1.41
C 1.70 2.34 -0.52
N 1.34 1.53 -1.67
C -0.06 1.48 -2.02
C -0.83 0.38 -1.26
N -0.22 -0.91 -1.50
C -0.65 -1.69 -2.56
C 0.22 -2.39 -3.40
C -0.25 -3.22 -4.40
C -1.61 -3.37 -4.60
C -2.49 -2.69 -3.78
C -2.02 -1.87 -2.77
H -2.74 -1.38 -2.13
H -3.56 -2.81 -3.91
H -1.98 -4.01 -5.39
H 0.45 -3.74 -5.03
H 1.29 -2.28 -3.29
C 1.17 -0.89 -1.10
C 1.97 0.23 -1.79
H 2.98 0.27 -1.39
H 2.03 0.01 -2.87
H 1.63 -1.86 -1.29
H 1.19 -0.73 -0.01
H -1.87 0.38 -1.58
H -0.78 0.58 -0.19
H -0.51 2.46 -1.84
H -0.11 1.26 -3.09
H 1.28 3.34 -0.68
H 2.79 2.42 -0.52
H 0.00 3.40 1.04

For the electronic energy, the calculation gives -34158.6079 eV. The HOMO energy is -7.55 eV. The calculation puts the energy above the lowest of the compared OMol25 structures with the same formula, charge and spin at 48.7 kcal per mole. As for the SMILES: N#Cc1cnn(-c2ccccc2)c1NC(=O)CN1CCN(c2ccccc2)CC1. As for the orbital gap: 8.04 eV.



Entry 2:
Entry from OMol25: a cluster of 2 separate species, H4OS in total in a non-equilibrium geometry (ωB97M-V/def2-TZVPD).

Atoms and positions in Å:
O 2.86 -0.32 -0.74
H 3.23 -1.22 -0.56
H 1.91 -0.49 -0.95
S -2.95 1.22 0.66
H -2.86 0.09 -0.06
H -2.19 0.71 1.65

For the electronic energy, the calculation gives -12947.3505 eV. The HOMO energy is -9.87 eV. The calculation puts the energy above the lowest of the compared OMol25 structures with the same formula, charge and spin at 3.0 kcal per mole. As for the SMILES: O.S. As for the orbital gap: 10.47 eV.



Entry 3:
Entry from OMol25: a cluster of 5 separate species, C37H50BNO18P2Si in total in a non-equilibrium geometry (ωB97M-V/def2-TZVPD).

Atoms and positions in Å:
C -1.43 -5.90 4.72
C -2.81 -5.24 4.86
B -3.02 -3.80 4.29
O -3.77 -2.92 5.06
Si -2.34 -3.16 2.45
C -3.16 -4.34 1.20
C -3.00 -4.04 -0.30
O -4.26 -4.02 -0.98
C -2.06 -5.04 -0.98
N -1.53 -4.62 -2.27
P -0.10 -3.45 2.30
C 0.50 -2.09 3.42
C 0.44 -2.52 4.88
C 0.34 -2.80 0.60
C 0.82 -1.35 0.51
P -2.75 -0.97 1.95
C -3.40 -0.06 3.43
C -2.35 0.09 4.53
C -4.17 -0.85 0.78
C -5.46 -1.64 1.08
H -0.66 -5.32 5.22
H -1.14 -6.03 3.68
H -1.43 -6.90 5.18
H -3.56 -5.87 4.34
H -3.12 -5.23 5.91
H -4.43 -2.40 4.58
H -2.73 -5.33 1.42
H -4.22 -4.41 1.45
H -2.61 -3.03 -0.47
H -4.66 -4.90 -0.90
H -1.22 -5.27 -0.31
H -2.63 -5.97 -1.12
H -0.74 -3.99 -2.13
H -2.22 -4.10 -2.80
H 1.53 -1.90 3.13
H -0.07 -1.18 3.24
H 0.83 -1.73 5.54
H 1.06 -3.41 5.05
H -0.57 -2.77 5.21
H 1.13 -3.47 0.22
H -0.51 -2.93 -0.07
H 0.12 -0.67 1.00
H 1.81 -1.22 0.95
H 0.89 -1.04 -0.54
H -4.32 -0.48 3.84
H -3.66 0.93 3.05
H -1.44 0.55 4.13
H -2.08 -0.88 4.96
H -2.72 0.71 5.34
H -4.40 0.22 0.77
H -3.79 -1.08 -0.22
H -6.19 -1.00 1.58
H -5.93 -2.00 0.17
H -5.27 -2.50 1.72
C 0.36 -2.48 -6.74
C -0.52 -3.11 -5.95
C -1.74 -2.41 -5.36
O -2.46 -3.11 -4.66
C -1.95 -1.02 -5.63
C -1.06 -0.37 -6.41
C 0.15 -1.08 -7.03
O 0.87 -0.40 -7.72
O -1.14 0.91 -6.71
O -0.42 -4.38 -5.59
H 1.22 -2.97 -7.16
H -2.80 -0.52 -5.19
H -0.37 1.15 -7.26
H -1.16 -4.57 -4.98
C 2.55 3.23 5.14
C 2.17 2.49 4.09
C 2.80 1.14 3.77
O 2.34 0.57 2.79
C 3.85 0.63 4.62
C 4.22 1.37 5.67
C 3.59 2.72 6.00
O 4.02 3.28 6.99
O 5.17 1.03 6.52
O 1.23 2.85 3.23
H 2.11 4.19 5.38
H 4.29 -0.32 4.38
H 5.22 1.75 7.18
H 1.18 2.13 2.57
C 3.17 5.22 -6.44
C 2.66 3.99 -6.59
C 1.37 3.73 -7.36
O 1.03 2.56 -7.41
C 0.66 4.83 -7.95
C 1.18 6.06 -7.80
C 2.47 6.33 -7.04
O 2.82 7.50 -7.00
O 0.63 7.16 -8.29
O 3.20 2.89 -6.10
H 4.08 5.42 -5.89
H -0.25 4.63 -8.49
H 1.22 7.89 -8.03
H 2.62 2.15 -6.38
C 4.55 6.40 -0.70
C 3.85 5.31 -1.04
C 2.96 4.57 -0.05
O 2.37 3.60 -0.49
C 2.86 5.06 1.30
C 3.56 6.16 1.64
C 4.44 6.90 0.65
O 5.01 7.88 1.08
O 3.56 6.70 2.84
O 3.87 4.75 -2.24
H 5.19 6.93 -1.40
H 2.22 4.53 2.00
H 4.15 7.48 2.78
H 3.27 3.98 -2.19

For the electronic energy, the calculation gives -104656.3451 eV. The HOMO energy is -7.76 eV. As for the SMILES: CCB(O)[Si](C[C@H](O)CN)(P(CC)CC)P(CC)CC.O=C1C=C(O)C(=O)C=C1O.O=C1C=C(O)C(=O)C=C1O.O=C1C=C(O)C(=O)C=C1O.O=C1C=C(O)C(=O)C=C1O. As for the orbital gap: 6.08 eV.



Entry 4:
Entry from OMol25: a structure of composition C22H24Br3N4O11V in a non-equilibrium geometry (ωB97M-V/def2-TZVPD).

Atoms and positions in Å:
O -1.24 -3.39 -1.95
V -2.19 -3.89 -0.74
O -1.84 -5.46 -0.54
C -0.52 -0.82 0.32
C -2.02 -0.91 -0.01
O -2.67 -2.08 0.34
H 0.08 -1.30 -0.47
H -0.15 -1.11 1.30
H -0.15 0.21 0.21
H -2.12 -0.61 -1.06
H -2.51 -0.08 0.53
C 2.40 -4.23 0.86
N 1.09 -3.64 1.24
O 0.12 -3.99 0.59
O 1.02 -2.99 2.24
H 3.16 -3.45 0.90
H 2.37 -4.70 -0.11
H 2.56 -4.94 1.67
C -2.35 5.14 -2.28
C -2.88 4.41 -3.33
C -3.63 3.25 -3.06
C -3.91 2.85 -1.78
C -3.46 3.65 -0.72
C -2.69 4.76 -0.98
N -4.67 1.61 -1.56
O -4.85 0.88 -2.51
O -4.97 1.31 -0.43
H -1.81 6.05 -2.49
H -2.69 4.67 -4.36
H -4.12 2.79 -3.91
H -3.79 3.36 0.27
H -2.40 5.34 -0.11
C 3.44 2.00 -0.39
C 2.86 0.96 0.32
C 2.77 -0.31 -0.27
C 3.23 -0.44 -1.56
C 3.72 0.61 -2.33
C 3.90 1.82 -1.70
N 3.18 -1.77 -2.19
O 3.71 -1.95 -3.27
O 2.58 -2.65 -1.59
H 3.40 2.96 0.10
H 2.58 1.12 1.36
H 2.46 -1.15 0.34
H 4.01 0.44 -3.36
H 4.29 2.71 -2.17
C 2.09 0.69 4.06
C 2.09 -0.55 4.68
C 0.88 -1.19 4.88
C -0.31 -0.67 4.38
C -0.28 0.52 3.69
C 0.93 1.16 3.44
N -1.48 -1.54 4.30
O -2.47 -1.18 3.70
O -1.44 -2.62 4.87
H 3.03 1.21 3.92
H 3.00 -0.92 5.14
H 0.88 -2.17 5.33
H -1.21 0.97 3.37
H 0.95 2.08 2.87
C -0.41 -0.67 -3.89
Br 0.84 -0.95 -5.37
Br -2.26 -0.66 -4.54
Br 0.07 0.97 -2.93
H -0.23 -1.52 -3.25

For the electronic energy, the calculation gives -287487.7463 eV. The HOMO energy is -9.21 eV. The calculation puts the energy above the lowest of the compared OMol25 structures with the same formula, charge and spin at 0.0 kcal per mole. As for the orbital gap: 7.51 eV.



Entry 5:
Entry from OMol25: a structure of composition CH3Cl2NOS in a non-equilibrium geometry (ωB97M-V/def2-TZVPD).

Atoms and positions in Å:
C -1.30 0.52 0.00
N 2.12 0.61 -0.27
O 0.05 -1.66 0.18
S -0.39 -0.68 1.18
Cl -2.72 -0.35 -0.83
Cl 1.94 -0.93 -0.81
H -1.63 1.34 0.60
H -0.56 0.57 -0.68
H 2.50 0.59 0.63

For the electronic energy, the calculation gives -40498.4848 eV. The HOMO energy (alpha / beta) is -9.64 / -9.33 eV. The calculation puts the energy above the lowest of the compared OMol25 structures with the same formula, charge and spin at 55.3 kcal per mole. As for the orbital gap (alpha / beta): 8.27 / 8.24 eV.